This record from the Open Molecules 2025 dataset describes the ion C5H6NO3 with charge -1 in a non-equilibrium geometry. The level of theory is ωB97M-V/def2-TZVPD.

Summary:
E_HOMO   -2.4250 eV
Spin multiplicity   1
Net charge   -1
SMILES   [O-]/C(O)=C/C=C\C=N\O
Relative energy (zero: lowest compared OMol25 entry of this formula, charge and spin)   75.40 kcal per mole
LUMO energy   4.2 eV
Orbital gap   6.6 eV

Each line ends with the natural charge from an NBO analysis.
Atoms and positions in Å:
H: -0.90071 -0.55346 -2.35149  0.1813
C: 0.66786 -0.26261 -0.97231  -0.2065
H: 1.35286 -0.54742 -1.69134  0.1779
C: -1.73569 0.37896 -0.51138  0.7605
H: 2.40637 -0.25724 0.44784  0.1772
O: -1.41772 1.68965 -0.60948  -0.7282
O: -2.82248 -0.11656 -0.32526  -0.7403
C: -0.65051 -0.19639 -1.28383  -0.3703
H: -1.82578 2.22115 0.08198  0.4634
C: 1.27283 -0.17471 0.28331  -0.4313
N: -0.80420 0.23218 1.26955  -0.2913
O: -1.70762 -0.22353 2.29440  -0.6369
H: -2.34538 -0.63131 1.66414  0.4820
C: 0.49342 -0.01180 1.44405  0.0032
H: 0.89898 -0.16571 2.40980  0.1595